Computed, not measured: C25H24Cl2N5O5SbV as an isolated structure at a distorted geometry, with wB97M-V/def2-TZVPD.

Its spin multiplicity is 3. The value obtained for the highest occupied orbital energy (alpha / beta) is -11.479 / -11.478 eV. Its molar mass is 718.1 Da. The net charge is +1. As for the total energy: -101265.897 eV.

```
63
C25H24Cl2N5O5SbV wB97M-V/def2-TZVPD
V 0.827 -0.197 0.101
C -1.255 -1.396 -1.502
C -0.483 -0.469 -2.390
C -0.853 -0.250 -3.702
C -0.103 0.609 -4.486
C 1.016 1.217 -3.946
C 1.355 0.971 -2.625
N 0.609 0.146 -1.874
Sb 3.212 1.837 -1.971
C 2.339 3.803 -1.862
C 3.048 4.963 -2.120
C 2.373 6.172 -1.979
C 1.048 6.161 -1.600
C 0.405 4.941 -1.374
C -1.037 4.875 -0.968
N 1.052 3.784 -1.514
C 3.184 1.562 0.169
C 4.023 2.438 0.835
C 4.345 2.191 2.161
C 3.875 1.040 2.756
C 3.020 0.196 2.060
C 2.596 -1.097 2.688
N 2.634 0.508 0.800
H -2.295 -1.439 -1.814
H -1.291 -1.069 -0.454
H -0.833 -2.402 -1.518
H -1.729 -0.747 -4.095
H -0.388 0.798 -5.513
H 1.622 1.884 -4.546
H 4.088 4.933 -2.418
H 2.882 7.109 -2.167
H 0.498 7.086 -1.480
H -1.674 5.337 -1.724
H -1.333 3.838 -0.833
H -1.198 5.412 -0.032
H 4.425 3.303 0.322
H 4.983 2.873 2.708
H 4.156 0.780 3.767
H 1.702 -1.536 2.261
H 2.438 -0.963 3.757
H 3.403 -1.822 2.551
O 1.116 -4.021 -0.928
C 1.721 -2.986 -0.803
O 1.284 -1.978 -0.081
C 3.069 -2.791 -1.463
C 3.704 -3.932 -1.937
C 4.953 -3.807 -2.518
C 5.510 -2.543 -2.610
C 4.790 -1.463 -2.126
N 3.587 -1.565 -1.558
H 3.206 -4.885 -1.833
H 5.478 -4.677 -2.887
H 6.484 -2.386 -3.052
H 5.206 -0.465 -2.202
Cl -4.265 -1.518 0.435
C -4.442 0.236 0.533
Cl -3.008 1.101 -0.066
H -4.580 0.504 1.573
H -5.288 0.535 -0.073
O 0.155 1.735 0.514
N 0.020 1.470 1.754
O -0.087 2.290 2.597
O 0.005 0.189 1.962
```